Record 1
A molecular structure, C4H10MnO2. Source: OMol25; level of theory: the ωB97M-V functional and the def2-TZVPD basis.

Output
Frontier orbital gap (alpha / beta) in eV: 5.4 / 4.5
2S+1: 6
<S²>: 8.7770
Energy above the lowest of the compared OMol25 structures with the same formula, charge and spin in kcal per mole: 0.0

Positions of all 17 atoms, in Å:
1 C 2.142 0.994 0.323
2 O 1.484 0.284 -0.728
3 C 0.954 -0.985 -0.381
4 C -0.386 -0.853 0.310
5 O -1.184 0.001 -0.494
6 C -2.527 0.124 -0.058
7 H 3.218 1.034 0.102
8 H 1.965 0.521 1.300
9 H 1.662 -1.530 0.259
10 H 0.819 -1.517 -1.333
11 H -0.291 -0.427 1.322
12 H -0.855 -1.845 0.398
13 H -3.130 -0.703 -0.458
14 H -2.576 0.125 1.041
15 H -2.918 1.072 -0.447
16 H 1.732 2.099 0.368
17 Mn -0.109 1.605 -1.523

---

Record 2
A molecular structure, C18H45CrFN3O4. Source: OMol25; level of theory: the ωB97M-V functional and the def2-TZVPD basis.

Output
Frontier orbital gap (alpha / beta) in eV: 8.1 / 7.7
2S+1: 5
<S²>: 6.0092
Energy above the lowest of the compared OMol25 structures with the same formula, charge and spin in kcal per mole: 0.0
Total charge: +1

Positions of all 72 atoms, in Å:
1 Cr -22.121 -0.882 -5.939
2 F -24.008 -0.726 -6.871
3 C -27.724 -0.551 -4.991
4 C -27.715 -1.947 -4.329
5 C -29.191 -2.356 -4.130
6 C -29.843 -2.766 -5.452
7 C -29.092 -3.928 -6.086
8 C -27.580 -3.618 -6.271
9 N -27.017 -2.968 -5.091
10 O -25.651 -2.639 -5.248
11 C -26.932 -4.981 -6.544
12 C -27.455 -2.729 -7.553
13 C -27.114 -1.866 -2.926
14 H -28.223 -0.531 -5.955
15 H -26.705 -0.159 -5.043
16 H -28.254 0.105 -4.297
17 H -29.199 -3.311 -3.589
18 H -29.800 -1.677 -3.540
19 H -30.030 -1.933 -6.142
20 H -30.904 -2.975 -5.260
21 H -29.586 -4.124 -7.038
22 H -29.160 -4.832 -5.479
23 H -27.411 -5.478 -7.385
24 H -25.889 -4.810 -6.814
25 H -27.029 -5.619 -5.665
26 H -27.340 -3.336 -8.454
27 H -28.379 -2.181 -7.726
28 H -26.571 -2.095 -7.495
29 H -26.979 -2.857 -2.491
30 H -27.764 -1.285 -2.272
31 H -26.110 -1.435 -2.929
32 H -25.611 -2.030 -6.012
33 C -21.859 3.400 -6.336
34 C -21.818 1.931 -5.915
35 C -22.921 1.647 -4.926
36 O -22.897 0.290 -4.463
37 C -23.931 -0.020 -3.527
38 N -21.795 1.031 -7.100
39 H -21.780 3.958 -5.393
40 H -22.865 3.736 -6.621
41 H -21.157 3.718 -7.098
42 H -20.832 1.884 -5.438
43 H -23.905 1.820 -5.379
44 H -22.850 2.329 -4.076
45 H -24.882 0.002 -4.064
46 H -23.976 0.677 -2.692
47 H -23.775 -1.043 -3.202
48 H -22.651 1.138 -7.656
49 H -21.121 1.458 -7.732
50 C -23.078 -5.123 -5.460
51 C -22.121 -3.973 -5.741
52 C -22.200 -3.537 -7.201
53 O -21.430 -2.339 -7.442
54 C -21.560 -1.842 -8.780
55 N -22.574 -2.770 -4.912
56 H -24.046 -5.049 -5.953
57 H -23.297 -5.100 -4.391
58 H -22.677 -6.093 -5.750
59 H -21.101 -4.262 -5.494
60 H -23.230 -3.422 -7.543
61 H -21.639 -4.275 -7.786
62 H -22.428 -1.200 -8.917
63 H -21.552 -2.691 -9.462
64 H -20.672 -1.237 -8.960
65 H -23.572 -3.001 -4.875
66 H -22.206 -2.840 -3.967
67 C -24.696 -0.855 -10.476
68 O -25.163 -0.145 -9.359
69 H -25.307 -0.646 -11.353
70 H -23.640 -0.736 -10.738
71 H -24.847 -1.938 -10.343
72 H -24.799 -0.534 -8.545

---

Record 3
A molecular structure, C22H24F5N4O4Rh. Source: OMol25; level of theory: the ωB97M-V functional and the def2-TZVPD basis.

Output
Frontier orbital gap in eV: 8.2
2S+1: 1
Energy above the lowest of the compared OMol25 structures with the same formula, charge and spin in kcal per mole: 0.0

Positions of all 60 atoms, in Å:
1 Rh 1.342 0.363 1.036
2 C 3.295 -1.875 1.263
3 N 2.411 -1.042 2.101
4 C 3.231 -0.309 3.085
5 C 1.389 -1.881 2.775
6 C 0.364 -0.978 3.436
7 N 0.129 0.138 2.525
8 C -1.097 0.796 2.618
9 C -2.007 0.888 1.562
10 F -1.771 0.259 0.409
11 C -3.180 1.611 1.687
12 F -4.006 1.672 0.636
13 C -3.523 2.241 2.865
14 C -2.646 2.137 3.925
15 F -2.928 2.737 5.090
16 C -1.460 1.441 3.803
17 F -0.612 1.409 4.846
18 H 3.869 -2.559 1.895
19 H 3.975 -1.227 0.713
20 H 2.691 -2.431 0.552
21 H 3.756 -1.013 3.737
22 H 2.598 0.341 3.687
23 H 3.962 0.296 2.551
24 H 1.870 -2.553 3.493
25 H 0.915 -2.468 1.990
26 H 0.718 -0.633 4.414
27 H -0.550 -1.552 3.616
28 H -4.447 2.794 2.954
29 C -1.328 -3.476 -1.393
30 C -0.074 -2.810 -1.973
31 C -0.421 -2.156 -3.316
32 C 1.024 -3.860 -2.181
33 C 0.405 -1.781 -1.031
34 C 0.775 -0.948 -0.239
35 H -1.705 -4.232 -2.084
36 H -2.111 -2.737 -1.223
37 H -1.103 -3.960 -0.441
38 H -0.748 -2.917 -4.028
39 H 0.448 -1.645 -3.736
40 H -1.231 -1.434 -3.199
41 H 0.679 -4.632 -2.873
42 H 1.283 -4.341 -1.235
43 H 1.925 -3.403 -2.592
44 F -2.872 0.774 -3.061
45 C -2.057 1.831 -3.004
46 C -0.772 1.695 -2.678
47 N 0.085 2.779 -2.623
48 C 1.459 2.577 -2.210
49 C 1.529 1.865 -0.882
50 O 2.547 1.196 -0.560
51 O 0.518 1.878 -0.113
52 C -0.358 4.069 -2.841
53 O 0.361 5.044 -2.773
54 N -1.690 4.158 -3.190
55 C -2.634 3.136 -3.303
56 O -3.779 3.360 -3.611
57 H -0.353 0.730 -2.424
58 H 1.928 3.557 -2.132
59 H 2.011 1.988 -2.943
60 H -2.025 5.093 -3.370